Formula: C6H19NO4
Source: the Open Molecules 2025 dataset
Level of theory: ωB97M-V with the def2-TZVPD basis set

Atoms and positions in Å:
H 2.15306 -0.99394 -1.90355
H -0.52691 2.03854 1.58586
H -3.58700 1.06503 1.94575
H -2.80424 2.26655 2.50834
H -1.61969 -0.56944 1.93404
O -3.32197 1.49856 2.76145
C -0.56304 -0.80245 1.95452
C -1.05893 1.33866 -0.38042
O 3.14491 -1.11848 0.64778
H 2.14814 0.66323 -3.51443
C -1.01865 -2.06399 -1.62291
O 1.84488 0.87900 -2.62010
H 0.55696 -1.28197 0.25761
H 2.58568 -0.62432 1.24866
H 0.03567 -2.21029 -1.40156
N 0.03585 -0.52855 0.65868
H -1.53845 1.80963 -1.22768
H -2.60421 -0.62094 -1.34867
H 2.33835 1.70141 -2.49299
H 2.60280 -1.93905 -0.84523
H -0.13541 -0.13626 2.70692
H -1.61052 -2.77505 -2.18505
C -1.58312 -0.94975 -1.18382
C -0.34167 2.29321 0.54334
H 0.73517 2.32668 0.37668
C -0.84600 0.02447 -0.30848
H 4.03044 -0.81818 0.88195
O 2.16634 -1.94251 -1.71090
H -0.75718 3.29631 0.42366
H -0.46124 -1.82612 2.31056

Atoms 1-6, force components in eV/Å:
H -0.1 0.0 -0.2
H 0.2 -0.2 0.1
H 0.1 0.1 -0.1
H 0.0 0.0 -0.2
H -0.3 0.0 0.0
O -0.1 -0.1 0.3

## Properties
Charge: 0
SMILES string: C=C/C(=C/C)NC.O.O.O.O
E_LUMO: 0.361 eV
Gap between HOMO and LUMO: 8.66 eV
Energy relative to the best compared isomer or geometry (same formula, charge and spin): 63.6 kcal per mole
Highest occupied orbital energy: -8.3006 eV



Formula: C6H20AsBeF6O8
Source: the Open Molecules 2025 dataset
Level of theory: ωB97M-V with the def2-TZVPD basis set

Atoms and positions in Å:
O -2.32003 -1.24707 0.84402
F 1.64036 1.89555 -2.42335
C -3.16495 -0.29887 0.52189
H -2.02226 -1.27423 -3.28606
F 0.68299 3.16521 -4.30118
F -0.08410 0.86821 -3.84445
H -0.28517 -3.64998 0.23923
H 2.34540 1.85219 2.09926
F 0.14377 3.81958 -1.95186
H -1.32701 -2.84592 -2.92517
H -1.28760 -3.27396 1.75203
As 0.01266 2.36540 -2.89595
H -0.17288 -1.55038 -3.13897
H 2.39363 2.56057 0.37113
O 0.36793 -2.08275 1.47189
H 2.81064 0.01870 0.14592
Be -0.51402 0.04548 0.54618
O 0.57705 2.28633 1.32264
C -0.15483 0.41366 4.00386
C 1.97795 2.58669 1.37558
H 0.19708 -4.06040 1.88934
H -1.89131 0.12211 3.15854
H -0.20910 -0.57143 4.47718
O -2.62773 0.86605 0.26667
C -0.31429 -3.30806 1.27145
H 1.47597 -1.00133 -2.21731
H -0.60273 1.11014 4.71959
H -2.10520 -1.74477 -1.13343
O 2.00217 -0.18792 -0.32692
O -1.02650 0.44256 2.88030
O -4.41171 -0.41133 0.47793
H 1.31711 -2.15815 1.35255
H 2.15938 3.55962 1.83529
H 0.87667 0.66053 3.77334
H 2.81697 -1.80635 -1.35392
H 2.96990 -0.23723 -2.16242
F -1.62698 2.72681 -3.35761
F -0.61793 1.41636 -1.50484
C 2.31395 -0.85508 -1.54366
O -1.23025 -1.43192 -1.40540
H 0.09484 2.97991 1.77741
C -1.17983 -1.76452 -2.80074

Atoms 1-6, force components in eV/Å:
O 1.4 0.0 0.4
F -0.1 0.2 0.1
C -0.9 1.6 0.1
H 0.6 0.4 -0.6
F -0.3 0.0 0.5
F 0.2 0.6 0.3

## Properties
Charge: -1
E_LUMO: 1.805 eV
Gap between HOMO and LUMO: 5.65 eV
Energy relative to the best compared isomer or geometry (same formula, charge and spin): 0.0 kcal per mole
Highest occupied orbital energy: -3.8467 eV



Formula: C6H20F3FeN10O8S
Source: the Open Molecules 2025 dataset
Level of theory: ωB97M-V with the def2-TZVPD basis set

Atoms and positions in Å:
S 2.11324 -2.32817 -0.62920
H 2.96630 1.69431 -4.04012
H -3.66064 0.63837 -2.00090
H 3.15364 2.54123 -2.60175
N 3.29406 1.69025 0.85899
H -3.55233 -0.73388 1.90617
H -2.79736 -2.71316 -1.83053
C -2.27109 -0.76079 -1.62826
F 0.78443 -3.09873 -2.88261
N -2.93479 -1.31338 2.50753
O 0.93469 1.56637 -1.66670
C 2.44254 1.17453 1.74942
H -1.11360 -2.44317 -1.48925
O 3.45549 -2.05292 -1.11861
H 0.09114 -2.13224 3.42184
N -2.04334 -2.08220 -1.61612
O 1.24070 -1.14261 -0.74938
O 2.00606 -2.99032 0.64371
N -0.89977 -1.94840 3.37716
H -3.17625 3.45407 2.35724
F 0.38761 -4.24653 -1.16932
H -3.96178 -0.99983 -2.52572
C -1.70038 2.74845 1.27114
H -0.04590 3.79488 1.49656
N 0.78388 0.66216 -3.69382
H -1.39866 4.35143 2.54538
H 3.96381 0.72963 3.01826
H -1.43422 -2.42577 4.08920
C -1.55213 -1.20243 2.40249
O 1.24787 0.93769 1.46043
H 2.32003 0.57465 3.64045
C 1.47516 1.30821 -2.77046
N -3.51532 -0.35354 -1.89040
H 2.80896 2.15013 0.10162
N -2.96796 2.74134 1.68322
H -0.12601 0.27303 -3.50909
N 2.70212 1.77668 -3.07012
H 4.29645 1.72306 0.86604
O -1.13917 1.89771 0.55498
C 1.39271 -3.66971 -1.85054
O -0.97519 -0.69446 1.34765
N -0.98025 3.74481 1.86946
Fe 0.06476 0.37848 -0.10600
H 1.22423 0.22790 -4.49112
H -3.32090 -1.77498 3.33060
O -1.30557 0.03180 -1.45325
N 2.97224 0.85203 2.92450
H -3.60098 1.97307 1.47507
F 2.35146 -4.52909 -2.11583

Atoms 1-6, force components in eV/Å:
S 2.4 -1.7 -0.1
H 0.2 0.0 0.1
H -0.1 -0.1 0.0
H -0.4 -0.1 0.5
N -0.8 0.9 -1.5
H -0.6 0.5 -0.5

## Properties
<S²>: 20.0147
Charge: +1
E_LUMO (alpha / beta): -2.257 / -5.643 eV
Gap between HOMO and LUMO (alpha / beta): 2.97 / 6.32 eV
Energy relative to the best compared isomer or geometry (same formula, charge and spin): 25.6 kcal per mole
Spin multiplicity: 9
Highest occupied orbital energy (alpha / beta): -5.2274 / -11.9639 eV



Formula: C6H20N2O2
Source: the Open Molecules 2025 dataset
Level of theory: ωB97M-V with the def2-TZVPD basis set

Atoms and positions in Å:
C 0.53333 2.16736 -0.96309
N 2.42637 0.14417 0.65976
H 1.36723 2.48289 -1.64732
H -0.95282 1.24260 1.55321
C -2.64744 -0.12021 1.45571
H -2.16043 -0.98623 1.96469
H 1.03557 -2.71558 2.10155
H -2.08010 1.55992 0.16826
C 2.54671 -0.42381 -0.74943
H -0.43790 0.76754 -2.24369
H 0.72905 -1.36916 -1.64420
H 1.51983 0.68823 0.71718
C 1.37229 -0.30804 -1.63783
H -3.14850 0.66564 2.04519
H 3.47923 -0.06004 -1.20994
O 0.81381 -1.78301 1.94092
H 3.10158 0.86821 0.86189
H 2.50670 -1.63027 -0.65055
H 1.64837 -1.31052 2.06886
C -1.58721 0.83010 0.72772
O -2.98411 -1.99430 -0.71166
N -0.70276 -0.05008 -0.24797
H -3.55098 -0.36887 0.92189
H -0.22889 -0.81090 0.13400
C 0.16669 0.68200 -1.18809
H -2.37248 -2.30929 0.03603
H 0.74926 2.34787 0.04443
H 1.72876 -0.03402 -2.56570
H -0.17681 2.93622 -1.02137
H -2.69434 -1.10842 -0.92045

Atoms 1-6, force components in eV/Å:
C 1.6 -1.0 -0.5
N -1.7 0.7 -0.8
H -0.6 -0.4 0.8
H -0.5 0.0 -0.8
C 0.5 2.4 -0.1
H -0.6 1.0 -0.1

## Properties
Charge: 0
SMILES string: CCN[C@@H](C)CCN.O.O
E_LUMO: 0.681 eV
Gap between HOMO and LUMO: 9.11 eV
Energy relative to the best compared isomer or geometry (same formula, charge and spin): 81.7 kcal per mole
Highest occupied orbital energy: -8.4291 eV